A molecular structure, C8H15Cl8FO4S in a non-equilibrium geometry. Source: OMol25; level of theory: ωB97M-V/def2-TZVPD.

The geometry in XYZ format:
```
37
C8H15Cl8FO4S, DFT ωB97M-V/def2-TZVPD
O 0.75 -0.45 1.34
S -0.07 0.65 1.70
O 0.32 1.34 2.90
O -1.55 0.00 1.73
C -1.87 -0.20 0.33
C -0.93 0.63 -0.55
C -1.48 1.38 -1.79
C -0.46 1.27 -2.94
F 0.69 1.94 -2.59
O -0.45 1.67 0.37
H -2.95 -0.06 0.23
H -1.66 -1.25 0.11
H -0.04 0.12 -0.93
H -2.48 1.06 -2.10
H -1.48 2.45 -1.53
H -0.24 0.21 -3.08
H -0.88 1.68 -3.87
C 0.13 -3.32 -1.49
Cl 0.59 -4.38 -2.83
Cl -1.00 -2.06 -2.03
H -0.35 -3.91 -0.72
H 1.02 -2.84 -1.10
C 0.01 4.91 2.39
Cl -0.53 3.26 2.01
Cl 0.51 5.78 0.94
H -0.81 5.45 2.86
H 0.85 4.84 3.07
C 3.67 3.62 3.75
Cl 3.11 5.28 3.48
Cl 5.13 3.58 4.74
H 2.88 3.07 4.26
H 3.88 3.16 2.79
C -0.74 -7.77 -2.38
Cl -0.68 -7.38 -0.66
Cl -2.39 -8.18 -2.90
H -0.40 -6.91 -2.95
H -0.10 -8.63 -2.57
```

For the total energy, the calculation gives -130457.630 eV. As for the LUMO energy: 0.254 eV.


A molecular structure, C8H15ClI2N2OPPd in a non-equilibrium geometry. Source: OMol25; level of theory: ωB97M-V/def2-TZVPD.

The geometry in XYZ format:
```
31
C8H15ClI2N2OPPd, DFT ωB97M-V/def2-TZVPD
I 4.05 2.20 -1.20
I 3.48 -2.77 -1.11
Pd 0.06 -0.23 -0.29
P -0.95 -0.09 -2.30
C 0.09 -0.07 -3.82
C -2.04 -1.53 -2.54
H -2.73 1.36 -1.66
H -2.58 1.26 -3.48
H -1.43 2.26 -2.51
C -2.03 1.35 -2.53
H -2.74 -1.52 -1.69
H -2.59 -1.41 -3.50
H -0.56 -0.06 -4.72
H 0.74 -0.96 -3.87
H -1.44 -2.44 -2.54
H 0.73 0.84 -3.84
C 1.50 -0.10 -1.41
O 2.45 -0.02 -2.11
Cl -2.14 0.26 0.49
C 0.50 1.16 5.06
N 0.61 0.34 3.89
C 1.15 -0.90 3.77
C 1.09 -1.37 2.47
N 0.57 -0.26 1.77
C 0.20 0.64 2.59
H -0.07 0.70 5.83
H 1.49 1.38 5.44
H 0.02 2.13 4.79
H 1.54 -1.45 4.65
H 1.42 -2.27 2.02
H -0.39 1.58 2.37
```

For the total energy, the calculation gives -55026.635 eV. As for the net charge: +3. As for the LUMO energy (spin up / spin down): -10.253 / -14.894 eV. As for the multiplicity: 5. The energy relative to the best compared isomer or geometry (same formula, charge and spin) is 247.1 kJ/mol. Its expectation value of S² is 6.0183.


What are the M values for these records? In order: 509.9 581.9 u.